--- A ---
A 3-piece molecular cluster, C5H13NO2 overall, computed with ωB97M-V with the def2-TZVPD basis set.

Values from the calculation:
Kohn-Sham gap: 4.6140 eV

Positions of all 21 atoms, in Å:
1 O -2.584 -0.341 0.904
2 O 1.268 0.103 -1.853
3 N -1.125 0.879 -1.039
4 C 2.220 -0.254 1.448
5 C -0.826 1.126 0.330
6 C -1.385 -0.063 1.275
7 C 1.348 0.742 1.617
8 C 0.654 1.426 0.472
9 H 1.377 -0.057 -2.804
10 H -0.651 -0.873 0.992
11 H -0.330 0.374 -1.468
12 H 2.563 -0.869 2.270
13 H -1.982 -4.104 -3.522
14 H -1.408 1.972 0.722
15 H 1.051 1.015 2.627
16 H 2.447 -0.569 0.434
17 H -1.404 -4.484 -3.750
18 H 0.919 2.485 0.485
19 H -1.266 0.165 2.346
20 H -1.987 0.340 -1.046
21 H 1.101 0.984 -0.440


--- B ---
A 2-piece molecular cluster, C5H13NO2 overall, computed with ωB97M-V with the def2-TZVPD basis set.

Values from the calculation:
Kohn-Sham gap: 9.2313 eV

Positions of all 21 atoms, in Å:
1 O -0.408 1.145 -2.341
2 O -1.343 -1.063 -1.512
3 N 0.020 -1.173 -1.776
4 C 0.570 0.461 -2.194
5 C 1.857 0.435 -1.798
6 C -1.683 0.582 1.703
7 C -0.181 0.743 1.487
8 C 0.585 -0.529 1.841
9 H 0.705 -1.125 -0.907
10 H -2.080 -0.222 1.082
11 H -2.211 1.500 1.449
12 H 1.649 -0.418 1.632
13 H -1.901 0.335 2.742
14 H 0.478 -0.762 2.901
15 H -1.546 -0.130 -1.806
16 H 2.456 -0.457 -1.851
17 H 2.442 1.327 -1.952
18 H 0.202 -1.376 1.268
19 H 0.009 1.009 0.444
20 H 0.189 1.567 2.103
21 H 0.192 -1.851 -2.516


Which of them is most stable? Easy: B.


--- A ---
A 2-piece molecular cluster, C5H13NO2 overall, computed with ωB97M-V with the def2-TZVPD basis set.

Values from the calculation:
Kohn-Sham gap: 10.9468 eV

Positions of all 21 atoms, in Å:
1 O -1.480 -3.000 -0.896
2 O 1.117 -1.744 0.615
3 N 0.650 -0.626 2.536
4 C 0.417 -0.955 1.184
5 C 0.283 1.110 -0.246
6 C -0.843 2.042 -0.816
7 C 1.215 0.409 -1.307
8 C -0.478 -0.003 0.541
9 H 1.105 0.893 -2.249
10 H -1.111 0.424 1.284
11 H -1.739 1.631 -0.599
12 H -0.816 3.025 -0.192
13 H 0.884 -0.641 -1.461
14 H 0.823 -1.403 3.222
15 H -1.155 -0.486 -0.283
16 H -1.135 -2.617 -1.678
17 H 0.584 0.234 2.907
18 H 0.919 1.832 0.544
19 H -0.671 2.384 -1.864
20 H -0.787 -2.853 -0.173
21 H 2.218 0.344 -1.070


--- B ---
A 3-piece molecular cluster, C5H13NO2 overall, computed with ωB97M-V with the def2-TZVPD basis set.

Values from the calculation:
Kohn-Sham gap: 8.7192 eV

Positions of all 21 atoms, in Å:
1 O 2.051 0.694 -2.900
2 O -0.707 -2.076 -2.647
3 N -0.459 1.491 0.293
4 C -2.455 -0.764 0.907
5 C -1.287 -1.155 1.434
6 C 0.055 -0.606 1.342
7 C 1.813 1.162 1.001
8 C 0.373 0.675 1.056
9 H -3.369 -1.211 1.284
10 H 2.510 1.490 -2.608
11 H -1.316 -2.081 2.002
12 H -0.433 2.449 0.497
13 H 1.185 0.857 -2.498
14 H 2.006 1.587 1.986
15 H -1.389 1.163 0.158
16 H -0.513 -2.973 -2.380
17 H 2.044 1.831 0.196
18 H 0.849 -1.236 1.717
19 H -0.768 -1.489 -1.889
20 H 2.448 0.277 0.945
21 H -2.638 -0.086 0.101


Which of them is most stable? Easy: A.